1.
This record from the OMol25 dataset describes a 2-piece molecular cluster, C3H11NOS overall in a non-equilibrium geometry. The level of theory is ωB97M-V/def2-TZVPD.

CARTESIAN COORDINATES (ANGSTROEM)
1 H -1.156 0.167 -3.061
2 O -1.351 -2.931 -1.737
3 H -0.628 1.569 1.053
4 H 0.978 1.340 -0.603
5 C 0.556 0.410 -0.186
6 H -1.284 0.448 -0.909
7 S 0.963 1.051 2.489
8 H -0.996 -2.042 -1.523
9 H -2.024 -3.133 -1.055
10 C -0.189 0.343 -2.614
11 H 0.065 1.390 -2.759
12 N -0.437 -0.054 -1.184
13 H 1.170 -0.085 3.192
14 H 0.495 -0.390 -3.016
15 C -0.144 0.612 1.147
16 H 1.408 -0.280 -0.283
17 H -0.759 -0.284 1.399

**E_LUMO**: 0.781 eV
**Energy relative to the best compared isomer or geometry (same formula, charge and spin)**: 21.9 kcal/mol
**SMILES string**: CNCCS.O
**Spin multiplicity**: 1
**Gap between HOMO and LUMO**: 10.07 eV

=====

2.
This record from the OMol25 dataset describes a 2-piece molecular cluster, C3H11NOS overall in a non-equilibrium geometry. The level of theory is ωB97M-V/def2-TZVPD.

CARTESIAN COORDINATES (ANGSTROEM)
1 O 0.601 3.125 -2.807
2 H -0.670 -1.210 1.044
3 H -1.586 1.363 -3.225
4 S 0.959 -1.085 2.910
5 C 0.449 -1.135 1.138
6 C -0.147 -2.261 3.712
7 C 0.364 1.745 -2.706
8 H 0.758 1.183 -3.550
9 N -0.996 1.387 -2.443
10 H 0.344 3.493 -3.570
11 H 0.817 1.462 -1.754
12 H -0.699 -2.650 2.847
13 H -1.467 1.742 -1.592
14 H 0.405 -2.948 4.289
15 H 0.959 -2.080 0.632
16 H 0.805 -0.219 0.593
17 H -0.895 -1.913 4.481

**E_LUMO**: 0.902 eV
**Energy relative to the best compared isomer or geometry (same formula, charge and spin)**: 35.8 kcal/mol
**SMILES string**: CSC.NCO
**Spin multiplicity**: 1
**Gap between HOMO and LUMO**: 9.30 eV

=====

3.
This record from the OMol25 dataset describes a 2-piece molecular cluster, C3H11NOS overall in a non-equilibrium geometry. The level of theory is ωB97M-V/def2-TZVPD.

CARTESIAN COORDINATES (ANGSTROEM)
1 H -2.077 -1.471 0.401
2 H -1.803 -1.565 -1.287
3 H 0.872 -2.015 0.924
4 C 0.827 -0.937 0.839
5 H -0.858 -2.661 -0.219
6 C -1.287 -1.669 -0.316
7 C -0.175 -0.610 -0.270
8 O 1.109 2.898 -0.464
9 H 0.716 3.733 -0.728
10 S 2.487 -0.273 0.562
11 H -1.621 0.803 -0.522
12 N -0.715 0.747 -0.074
13 H 0.446 -0.501 1.764
14 H -0.790 1.002 0.903
15 H 0.360 -0.641 -1.223
16 H 0.417 2.203 -0.509
17 H 2.091 0.957 0.219

**E_LUMO**: 0.845 eV
**Energy relative to the best compared isomer or geometry (same formula, charge and spin)**: 3.0 kcal/mol
**SMILES string**: C[C@@H](N)CS.O
**Spin multiplicity**: 1
**Gap between HOMO and LUMO**: 9.68 eV

=====

4.
This record from the OMol25 dataset describes a 2-piece molecular cluster, C3H11NOS overall in a non-equilibrium geometry. The level of theory is ωB97M-V/def2-TZVPD.

CARTESIAN COORDINATES (ANGSTROEM)
1 H 2.237 -0.201 2.840
2 H -2.471 0.790 0.557
3 N 1.603 -2.287 2.439
4 H -1.111 -0.281 -3.124
5 H 0.719 -2.092 2.021
6 C -2.815 1.029 -0.392
7 H 1.450 -2.383 3.450
8 S -1.107 1.195 -1.114
9 H -3.455 0.281 -0.801
10 O 2.478 -0.785 0.798
11 H -3.390 1.989 -0.458
12 H -2.393 1.029 -3.269
13 C -1.297 0.851 -2.966
14 C 2.501 -1.088 2.242
15 H -0.381 1.208 -3.506
16 H 1.735 -0.336 0.646
17 H 3.391 -1.594 2.700

**E_LUMO**: 0.712 eV
**Energy relative to the best compared isomer or geometry (same formula, charge and spin)**: 52.4 kcal/mol
**SMILES string**: CSC.NCO
**Spin multiplicity**: 1
**Gap between HOMO and LUMO**: 9.38 eV

=====

5.
This record from the OMol25 dataset describes a 2-piece molecular cluster, C3H11NOS2 overall in a non-equilibrium geometry. The level of theory is ωB97M-V/def2-TZVPD.

CARTESIAN COORDINATES (ANGSTROEM)
1 H 0.893 3.192 -1.902
2 H -0.652 -0.804 -1.107
3 H -0.103 1.916 1.928
4 H 1.010 -3.225 -0.929
5 N -0.228 -0.264 1.702
6 S 0.820 0.487 -2.336
7 H 1.524 0.532 0.618
8 O 0.045 -3.264 -0.984
9 C 0.682 -0.170 0.521
10 H -1.007 -0.802 1.346
11 S 0.491 2.395 -2.900
12 H -0.876 0.873 -0.614
13 C -0.736 1.051 2.127
14 H 1.091 -1.176 0.335
15 H -0.327 -3.148 -1.845
16 H -1.688 1.233 1.575
17 H -0.791 1.075 3.218
18 C -0.149 0.098 -0.755

**E_LUMO**: 0.427 eV
**Energy relative to the best compared isomer or geometry (same formula, charge and spin)**: 25.9 kcal/mol
**SMILES string**: CNCCSS.O
**Spin multiplicity**: 1
**Gap between HOMO and LUMO**: 9.05 eV

=====

6.
This record from the OMol25 dataset describes C3H11NOS2 as an isolated structure in a non-equilibrium geometry. The level of theory is ωB97M-V/def2-TZVPD.

CARTESIAN COORDINATES (ANGSTROEM)
1 N 0.063 -0.525 -2.161
2 H 1.107 -2.126 -0.339
3 H -0.269 1.765 -1.375
4 C 0.828 -0.081 -1.029
5 H -0.474 -1.348 0.141
6 H 1.898 0.014 -1.270
7 H -0.615 1.391 3.485
8 H 0.911 1.904 -0.063
9 C 0.220 1.239 -0.573
10 H 0.214 -1.516 -2.344
11 S -1.981 -1.078 -0.090
12 H -0.906 -0.505 -1.838
13 H -2.062 -0.031 0.745
14 C 0.708 -1.196 0.061
15 H 0.070 0.596 2.409
16 O -0.594 1.295 2.522
17 H -0.552 1.020 0.169
18 S 1.434 -0.819 1.548

**E_LUMO**: -2.676 eV
**Energy relative to the best compared isomer or geometry (same formula, charge and spin)**: 80.3 kcal/mol
**Spin multiplicity**: 1
**Gap between HOMO and LUMO**: 6.24 eV